{"formula": "C57H146N6O19", "method": "wB97M-V/def2-TZVPD", "multiplicity": 1, "total_energy_ev": -109308.58255, "relative_energy_ev": 1.6594, "homo_energy_ev": -8.44, "species": ["C", "C", "C", "O", "H", "H", "H", "H", "H", "H", "H", "H", "C", "C", "C", "O", "H", "H", "H", "H", "H", "H", "H", "H", "C", "C", "C", "O", "H", "H", "H", "H", "H", "H", "H", "H", "C", "C", "C", "O", "H", "H", "H", "H", "H", "H", "H", "H", "C", "C", "C", "O", "H", "H", "H", "H", "H", "H", "H", "H", "C", "C", "C", "O", "H", "H", "H", "H", "H", "H", "H", "H", "C", "C", "C", "O", "H", "H", "H", "H", "H", "H", "H", "H", "C", "O", "C", "C", "N", "C", "C", "O", "C", "H", "H", "H", "H", "H", "H", "H", "H", "H", "H", "H", "H", "H", "H", "H", "C", "O", "C", "C", "N", "C", "C", "O", "C", "H", "H", "H", "H", "H", "H", "H", "H", "H", "H", "H", "H", "H", "H", "H", "C", "O", "C", "C", "N", "C", "C", "O", "C", "H", "H", "H", "H", "H", "H", "H", "H", "H", "H", "H", "H", "H", "H", "H", "C", "O", "C", "C", "N", "C", "C", "O", "C", "H", "H", "H", "H", "H", "H", "H", "H", "H", "H", "H", "H", "H", "H", "H", "C", "O", "C", "C", "N", "C", "C", "O", "C", "H", "H", "H", "H", "H", "H", "H", "H", "H", "H", "H", "H", "H", "H", "H", "C", "O", "C", "C", "N", "C", "C", "O", "C", "H", "H", "H", "H", "H", "H", "H", "H", "H", "H", "H", "H", "H", "H", "H"], "xyz": [[-10.73656, -4.16397, 29.68963], [-11.86715, -4.19538, 30.69520], [-11.49013, -3.45310, 31.94409], [-12.98784, -3.61200, 30.18425], [-10.99234, -4.67401, 28.76091], [-9.83651, -4.58538, 30.13733], [-10.47138, -3.17760, 29.30907], [-12.22474, -5.20786, 30.88257], [-12.09961, -3.91489, 32.72087], [-11.64096, -2.37360, 31.93781], [-10.44939, -3.62438, 32.21910], [-12.80767, -2.67605, 30.06973], [-8.54951, -6.89544, 23.78069], [-8.92518, -5.69612, 24.70483], [-9.17438, -6.12862, 26.21809], [-7.86876, -4.77753, 24.63153], [-7.53074, -7.20694, 24.01132], [-8.58647, -6.52171, 22.75744], [-9.20814, -7.76232, 23.72757], [-9.82919, -5.21597, 24.33021], [-9.63471, -7.11460, 26.28145], [-9.86662, -5.44007, 26.70265], [-8.27156, -6.23404, 26.81967], [-7.57594, -4.66395, 23.72437], [-2.90709, 1.72077, 27.44193], [-4.32872, 1.27270, 27.93959], [-5.43235, 0.92770, 26.95325], [-4.09427, 0.03573, 28.57923], [-2.21843, 1.87449, 28.27273], [-3.01657, 2.59873, 26.80529], [-2.47036, 1.04075, 26.71053], [-4.68976, 1.87563, 28.77280], [-5.92298, 1.77448, 26.47332], [-6.22707, 0.36888, 27.44746], [-4.95159, 0.38718, 26.13788], [-3.45879, 0.28591, 29.25389], [-2.76666, -5.20416, 29.64608], [-2.98278, -4.55397, 31.02898], [-1.81267, -3.57580, 31.38725], [-4.14877, -3.78326, 30.99822], [-2.74278, -4.47614, 28.83522], [-3.54946, -5.94542, 29.48530], [-1.76994, -5.64519, 29.65807], [-2.93027, -5.34794, 31.77394], [-1.58666, -2.92745, 30.54069], [-0.88896, -4.11778, 31.59005], [-2.11471, -2.95663, 32.23194], [-4.37366, -3.53542, 30.09844], [-0.24296, -4.26801, 27.36918], [-0.67542, -3.02298, 26.59359], [-1.88316, -2.32815, 27.18802], [0.45045, -2.22261, 26.58097], [-0.11769, -4.04905, 28.42959], [0.62949, -4.68991, 26.87025], [-1.04429, -5.00343, 27.29749], [-0.89927, -3.29869, 25.56307], [-2.79450, -2.92205, 27.11825], [-2.06266, -1.35354, 26.73411], [-1.59688, -2.18200, 28.22955], [1.23650, -2.76655, 26.49233], [-7.26595, -4.89078, 31.82127], [-6.53130, -5.60181, 32.98236], [-6.25779, -7.06883, 32.64771], [-5.25192, -5.04432, 33.17346], [-7.69170, -3.91539, 32.05675], [-8.10669, -5.41680, 31.36899], [-6.55975, -4.69037, 31.01552], [-7.14671, -5.55543, 33.88082], [-5.86842, -7.45898, 33.58807], [-5.61801, -7.23098, 31.78025], [-7.18045, -7.50146, 32.26090], [-5.03862, -4.59131, 32.35438], [-6.84844, -4.05215, 28.08103], [-6.40165, -2.61641, 28.25948], [-7.14006, -1.93350, 29.38602], [-5.01382, -2.64966, 28.59025], [-6.17776, -4.67039, 27.48431], [-7.89606, -4.07294, 27.78079], [-6.83848, -4.50865, 29.07078], [-6.39279, -2.06641, 27.31846], [-6.90365, -2.48622, 30.29525], [-8.22206, -1.94498, 29.25467], [-6.88555, -0.88551, 29.54427], [-4.71825, -1.73964, 28.66834], [-1.31875, 0.20312, 31.20579], [-2.68377, 0.59816, 30.99470], [-3.59586, -0.08148, 31.92176], [-5.01900, 0.52417, 31.89715], [-5.10782, 1.82090, 32.57897], [-6.37841, 2.47809, 32.45010], [-6.76962, 2.67893, 30.97113], [-7.47329, 1.56467, 30.45126], [-8.13145, 1.87589, 29.23368], [-0.65474, 0.70817, 30.50426], [-1.26636, -0.87917, 31.08747], [-0.97020, 0.49987, 32.19501], [-3.19317, -0.03327, 32.93350], [-3.70845, -1.12291, 31.62039], [-5.79107, -0.10900, 32.33430], [-5.41934, 0.54977, 30.88366], [-4.41190, 2.39991, 32.13114], [-6.29819, 3.43501, 32.96581], [-7.19759, 1.97994, 32.96865], [-5.89537, 2.92170, 30.36710], [-7.38189, 3.58073, 30.97168], [-7.46345, 1.75273, 28.38122], [-8.50533, 2.89833, 29.17958], [-8.98646, 1.22522, 29.05018], [-9.80240, -1.94547, 26.24951], [-10.25419, -0.61655, 26.52907], [-9.51953, 0.31450, 25.77331], [-10.07018, 1.71529, 26.04432], [-11.41287, 1.88353, 25.56596], [-11.97603, 3.17942, 25.88722], [-13.54297, 3.28512, 25.86705], [-14.11577, 2.47195, 26.84676], [-15.51799, 2.61298, 27.08453], [-10.39034, -2.60069, 26.89225], [-8.80968, -2.07878, 26.67945], [-9.75513, -2.16603, 25.18311], [-9.75363, 0.07143, 24.73687], [-8.43696, 0.25100, 25.88334], [-9.42810, 2.46254, 25.57800], [-10.11886, 1.90137, 27.11721], [-12.00076, 1.22255, 26.05339], [-11.40556, 3.89798, 25.29871], [-11.63153, 3.41188, 26.89488], [-13.96530, 3.16926, 24.86889], [-13.75623, 4.33452, 26.07040], [-16.12126, 2.57908, 26.17732], [-15.73890, 3.60623, 27.47536], [-15.80624, 1.95592, 27.90507], [-7.00620, -9.40104, 35.60521], [-7.94989, -9.13918, 34.59415], [-9.19508, -9.82860, 34.88819], [-10.19604, -9.33921, 33.80001], [-10.29357, -7.88433, 33.61142], [-11.32952, -7.60018, 32.60070], [-10.92377, -7.95248, 31.18660], [-9.82305, -7.19580, 30.72057], [-9.34532, -7.55364, 29.42523], [-7.01760, -10.45904, 35.86716], [-7.26209, -8.85806, 36.51504], [-5.99016, -9.14788, 35.30243], [-9.57352, -9.51786, 35.86200], [-9.07506, -10.90952, 34.81531], [-11.18393, -9.76915, 33.96532], [-9.87278, -9.77666, 32.85543], [-9.36279, -7.60940, 33.33185], [-11.56192, -6.54464, 32.74186], [-12.24947, -8.07130, 32.94687], [-11.77754, -7.86261, 30.51495], [-10.70758, -9.01937, 31.13109], [-10.02942, -7.39699, 28.59122], [-9.05655, -8.60432, 29.39750], [-8.47285, -6.91705, 29.27804], [-2.72978, -9.22439, 34.15245], [-2.56503, -9.64985, 32.76844], [-2.56016, -8.53373, 31.85058], [-2.62278, -9.00221, 30.40380], [-3.69084, -9.99319, 30.22612], [-4.92789, -9.46840, 29.62153], [-4.77686, -8.93152, 28.23958], [-4.63682, -7.52107, 28.09756], [-4.70405, -7.10164, 26.75216], [-2.69419, -10.05354, 34.85909], [-3.57354, -8.58642, 34.41544], [-1.87954, -8.63190, 34.49030], [-1.73083, -7.85320, 32.04348], [-3.43055, -7.90006, 32.02078], [-1.70501, -9.54644, 30.18107], [-2.83343, -8.17904, 29.72106], [-4.02087, -10.38072, 31.09848], [-5.38279, -8.75617, 30.30994], [-5.60543, -10.32220, 29.62848], [-5.60207, -9.38620, 27.69149], [-3.91194, -9.48133, 27.86845], [-3.94023, -7.57399, 26.13447], [-4.36137, -6.07249, 26.85945], [-5.66529, -7.21276, 26.25038], [-8.82471, -0.75701, 32.42246], [-10.09441, -0.07670, 32.32071], [-10.05729, 1.23791, 32.71798], [-11.45532, 1.82115, 32.51092], [-11.51470, 3.24042, 32.84612], [-10.80878, 4.19314, 31.97937], [-11.25971, 4.14598, 30.47329], [-12.64798, 4.59468, 30.40973], [-13.13024, 4.84319, 29.09612], [-7.96899, -0.37660, 31.86467], [-8.92120, -1.73625, 31.95354], [-8.57154, -1.10772, 33.42297], [-9.36895, 1.87871, 32.16693], [-9.78834, 1.29494, 33.77274], [-12.20352, 1.40526, 33.18569], [-11.81590, 1.62509, 31.50114], [-12.47123, 3.54922, 32.74716], [-9.74299, 4.01502, 32.12242], [-10.97723, 5.15534, 32.46300], [-11.09852, 3.14525, 30.07247], [-10.61101, 4.81840, 29.91192], [-12.50606, 5.46562, 28.45498], [-14.18100, 5.13184, 29.06978], [-13.03957, 3.91878, 28.52575], [-4.88600, -5.89622, 16.85197], [-4.23583, -4.81028, 17.46457], [-4.55370, -4.86886, 18.79799], [-3.86217, -3.73939, 19.50670], [-4.34744, -3.64693, 20.84521], [-3.59042, -2.71535, 21.68092], [-4.34120, -2.42167, 22.92810], [-4.31643, -3.56100, 23.84050], [-4.99767, -3.29900, 25.09641], [-4.97776, -5.86473, 15.76630], [-5.88185, -6.05781, 17.26462], [-4.38339, -6.84056, 17.06098], [-4.24015, -5.84898, 19.15736], [-5.61176, -4.74028, 19.02619], [-3.94128, -2.81435, 18.93561], [-2.83448, -4.09824, 19.45049], [-4.26626, -4.53831, 21.31312], [-3.49226, -1.82294, 21.06282], [-2.56322, -3.01870, 21.88326], [-5.36492, -2.12511, 22.69975], [-4.01824, -1.48492, 23.38231], [-6.06363, -3.21083, 24.88649], [-4.64580, -2.38048, 25.56608], [-4.84231, -4.04044, 25.88013]], "forces_ev_per_angstrom": [[0.5, -0.4, -0.6], [1.3, 0.3, -0.3], [0.4, -1.0, 1.4], [-2.4, 1.0, -1.3], [-0.1, -0.5, 0.1], [0.0, -0.2, -0.2], [-0.2, 0.6, 0.6], [0.7, -0.3, 0.3], [0.0, 0.5, 0.4], [-0.2, 0.0, -0.4], [0.1, -0.1, 0.1], [-0.1, 0.2, -0.1], [-0.3, 0.7, 0.0], [-0.2, -2.0, 0.7], [0.1, 0.2, -1.2], [0.5, 0.7, 0.8], [0.0, -0.1, 0.0], [0.4, 0.1, -0.2], [-0.2, 0.1, 0.6], [-0.3, -0.1, 0.0], [-0.2, 0.0, -0.4], [0.2, 0.1, 0.1], [0.2, 0.4, -0.3], [-0.1, -0.1, -0.2], [-1.7, 0.6, -1.1], [0.8, -0.6, 0.2], [0.5, 0.9, -0.8], [0.1, -1.1, 0.4], [-0.2, 0.1, -0.1], [0.2, 0.6, 0.5], [-0.2, -0.7, 0.4], [-0.1, 1.0, -0.4], [0.2, 0.3, 0.1], [0.3, -0.3, 0.0], [-0.3, -0.5, 0.0], [0.4, -0.6, 0.9], [0.3, 0.1, 1.0], [2.4, 1.0, -1.5], [-0.4, -0.7, -0.5], [-0.8, -0.3, 1.3], [-0.3, 0.2, 0.1], [0.2, -0.1, -0.2], [-0.1, -0.5, -0.1], [-1.0, 0.1, 0.3], [-0.2, 0.1, -0.1], [0.0, -0.1, 0.3], [0.2, -0.1, 0.1], [-0.2, 0.2, -0.7], [-1.6, -0.3, -0.5], [-0.2, -1.6, -0.2], [0.8, 0.2, 0.3], [0.9, 2.3, 0.0], [0.4, 0.1, -0.1], [0.2, -0.1, 0.4], [0.1, -0.3, 0.1], [-0.2, -0.3, -0.3], [0.1, -0.1, 0.0], [0.0, 0.0, 0.0], [-0.5, 0.3, 0.3], [-0.1, 0.0, 0.0], [0.0, 0.3, -0.1], [-0.1, -0.5, -1.9], [-1.2, 0.4, -0.2], [-0.2, 0.6, 1.1], [0.2, 0.2, 0.5], [0.1, -0.6, 0.3], [0.2, -0.2, 0.0], [0.2, 0.1, 0.2], [0.0, -0.8, -0.5], [0.7, 0.5, 0.3], [-0.3, -0.6, 0.8], [0.3, 0.4, -0.3], [-0.2, 0.1, 0.8], [0.8, 0.0, -0.2], [-0.6, 0.1, 0.1], [0.5, -0.9, 0.3], [-0.3, 0.3, -0.4], [0.1, -0.2, -0.5], [0.0, -0.1, 0.1], [-0.8, 0.1, -0.2], [-0.1, 0.1, 0.1], [-0.1, -0.2, -0.1], [0.3, 0.0, -0.2], [0.3, 0.7, -0.1], [-0.6, 0.0, 0.1], [-0.4, 0.1, 0.6], [-0.7, 0.3, -0.4], [0.0, 0.3, -0.1], [0.9, -0.9, 0.2], [0.0, 0.1, -0.9], [-0.5, 0.6, 1.0], [-0.4, 0.5, -0.2], [0.0, -0.2, -0.5], [-0.4, 0.0, -0.3], [0.4, 0.0, 0.0], [-0.2, -0.1, 0.3], [0.1, 0.1, 0.0], [0.3, -0.2, 0.0], [0.5, -0.6, 0.6], [0.5, 0.3, -0.6], [0.2, 0.3, 0.1], [0.0, 0.2, -0.3], [0.1, -0.5, 0.0], [0.3, -0.1, -0.1], [-0.5, 0.1, -0.4], [0.2, 0.0, 0.0], [0.0, 0.2, 0.4], [0.1, -0.3, 0.4], [0.2, 0.6, 1.4], [0.4, -0.6, 0.2], [-1.2, 0.6, -0.7], [0.2, -0.3, 0.3], [-1.4, -0.7, -0.9], [0.1, -0.3, 0.6], [1.2, 1.1, -0.4], [-0.2, -0.9, 0.2], [0.7, 1.2, 0.1], [-0.5, -0.2, -0.7], [0.5, 0.1, -0.3], [-0.4, -0.2, 0.0], [0.3, 0.2, -0.5], [0.2, -0.1, 0.5], [0.1, 0.0, 0.0], [0.7, 0.0, 0.5], [0.0, -0.5, -0.1], [-0.8, 0.5, -0.5], [-0.4, 0.3, 0.7], [0.0, -0.7, -0.2], [0.0, 0.4, 0.4], [0.0, -0.8, -0.1], [0.2, 0.5, 0.1], [0.1, -0.5, -0.6], [-0.1, -0.2, 0.3], [-0.6, -0.8, 0.2], [-0.3, 2.0, -1.4], [0.7, -0.5, -0.1], [-0.4, -1.3, 0.7], [1.1, 1.1, 1.0], [-0.6, -0.5, -0.6], [-0.3, 0.1, 0.0], [0.2, 0.1, 0.7], [0.1, -0.3, 0.0], [0.1, 0.2, 0.2], [-0.2, 0.2, -0.3], [0.2, -0.1, 0.3], [0.1, -0.1, 0.1], [-0.1, 0.1, 0.4], [0.2, -0.4, -0.1], [0.0, 0.5, -0.3], [0.1, 0.3, -0.6], [0.0, -0.5, -0.4], [-0.3, 0.4, -0.2], [0.4, -0.3, 0.1], [-0.5, 0.3, 0.2], [0.2, -0.2, 0.1], [0.1, -0.1, -0.2], [1.1, 0.2, -0.2], [-0.5, 0.9, 0.9], [-0.6, 0.4, 0.4], [-0.2, -1.4, 1.0], [-0.8, 0.1, -0.8], [0.2, 0.0, 1.7], [0.2, -0.9, -0.5], [-0.7, -1.4, 0.3], [1.2, 0.7, 0.4], [-0.3, -0.5, -0.6], [-0.6, -0.2, -0.8], [0.4, 0.3, -0.4], [0.5, -0.2, 0.0], [-0.4, -0.1, 0.3], [0.3, 0.5, -0.3], [0.5, 0.1, 0.1], [0.7, -0.1, 0.4], [-0.3, 0.5, -0.2], [-0.1, 0.0, -0.3], [-0.5, 0.8, -0.6], [0.5, 0.3, -0.5], [0.1, -0.4, -0.1], [-0.5, 0.3, -0.6], [-0.3, 0.1, 0.3], [-0.7, -1.5, -0.5], [1.6, -1.6, -0.8], [-1.0, 1.3, 0.6], [-0.3, 0.5, 0.4], [0.1, 0.7, -0.4], [-0.3, -0.8, -0.2], [-0.3, 1.1, 1.3], [1.0, 0.1, 0.1], [0.7, -1.6, -0.6], [-0.3, 1.0, 0.3], [-0.7, -0.1, -0.4], [0.1, 0.9, 0.5], [0.4, -0.3, -0.3], [0.1, 0.2, 0.3], [0.2, -0.6, 0.0], [0.2, -0.3, -0.3], [-0.4, -0.3, 0.4], [0.2, 0.0, -0.6], [-0.2, 0.3, -0.5], [-0.4, -0.2, -0.1], [-0.1, 0.3, -0.2], [0.1, 1.0, 0.6], [0.2, 0.2, 0.5], [-0.5, -0.5, 0.1], [-0.2, -1.1, -0.4], [-0.6, -0.2, -1.7], [-0.4, 0.7, 1.1], [1.1, -1.3, -0.4], [0.1, 0.3, 1.0], [-0.3, 0.1, -1.0], [-0.8, 0.1, 1.4], [0.1, 0.8, 0.3], [0.0, 0.6, -0.9], [0.3, 0.7, 0.1], [-0.3, 0.4, 0.0], [0.5, -0.1, 0.2], [0.1, -0.2, 0.6], [-0.5, -0.3, -0.4], [-0.2, 0.1, 0.2], [0.8, 0.7, 0.2], [-0.2, -0.4, -0.2], [-0.1, 0.4, 0.3], [0.2, -0.3, 0.2], [-0.5, -0.6, -0.3], [0.9, -0.2, 0.6], [-0.1, 0.0, 0.3], [0.1, 0.4, -0.2], [0.2, -0.5, -0.7]]}